Entry from the OMol25 dataset: a molecular structure, CH4Cl2N2 (ωB97M-V with the def2-TZVPD basis set).

Values from the calculation:
Energy, Ha: -1070.26981
Strongest force on any atom, hartree/bohr: 0.082
Net charge: 0
Energy relative to the best compared isomer or geometry (same formula, charge and spin), eV: 1.3004
Molecular weight, u: 114.963

Element x y z (Å)
C1 0.2221 0.4634 -0.5254
N1 -0.3420 -1.2589 -0.1544
N2 0.7810 0.8598 0.6662
Cl1 -1.3630 -1.7457 -1.4342
Cl2 -0.2424 1.4281 1.9465
H1 -0.6465 0.9984 -0.9030
H2 0.9673 0.4673 -1.3503
H3 -0.8300 -1.3713 0.7118
H4 1.4535 0.1588 1.0429

Entry from the OMol25 dataset: a molecular structure, C29H32Br39ClF6NO7S (ωB97M-V with the def2-TZVPD basis set).

Values from the calculation:
Energy, Ha: -103549.37372
Strongest force on any atom, hartree/bohr: 0.064
Net charge: +1
Energy relative to the best compared isomer or geometry (same formula, charge and spin), eV: 0.0000
Molecular weight, u: 3804.339

Element x y z (Å)
C1 -0.1011 5.0326 -2.4830
C2 1.1374 4.5976 -3.2340
O1 1.0921 3.2047 -3.5458
C3 2.4803 4.9385 -2.5709
O2 2.4758 5.2286 -1.1592
C4 2.1882 4.2655 -0.3009
C5 2.2379 2.9414 -0.5233
N1 1.9093 2.0665 0.4366
S1 2.0417 0.4113 -0.0259
O3 0.9697 -0.3711 0.4635
O4 2.2678 0.3007 -1.4194
C6 3.6067 -0.1772 0.8321
F1 4.5208 -0.3847 -0.0445
F2 3.9866 0.6471 1.7674
F3 3.3043 -1.3171 1.3753
C7 1.5230 2.4773 1.6567
C8 1.1361 1.5063 2.7214
C9 -0.3604 1.4280 3.0397
O5 -0.6582 0.0691 3.1935
C10 -1.3042 2.0022 1.9988
F4 -2.5286 1.6081 2.3074
F5 -1.3428 3.3194 2.0317
F6 -1.0716 1.5949 0.7812
C11 1.4994 3.8043 1.9311
C12 1.1173 4.3389 3.2767
C13 2.3431 4.9027 4.0410
C14 2.1854 4.6580 5.5287
Cl1 3.8656 4.0866 3.5096
C15 1.8294 4.6953 0.9550
C16 1.8192 6.1668 1.2114
O6 0.7828 6.7511 1.2585
O7 2.9955 6.7579 1.3805
H1 -0.6823 4.1491 -2.2682
H2 -0.7295 5.6338 -3.1150
H3 0.0924 5.6105 -1.5950
H4 1.1509 5.1198 -4.1819
H5 1.8378 3.0928 -4.1416
H6 3.2176 4.1804 -2.7911
H7 2.8629 5.8341 -3.0257
H8 2.5345 2.5484 -1.4702
H9 1.6280 1.8368 3.6232
H10 1.4877 0.5057 2.5565
H11 -0.5868 1.8987 3.9873
H12 -1.3854 -0.0178 3.8067
H13 0.6327 3.5937 3.8775
H14 0.4692 5.1933 3.0848
H15 2.4075 5.9580 3.8384
H16 2.6089 3.6924 5.7533
H17 2.6927 5.3946 6.1265
H18 1.1403 4.6277 5.7793
H19 3.5669 6.2464 1.9679
C17 -1.6711 0.6421 -5.7158
Br1 -1.4139 0.3568 -3.8370
Br2 -0.0738 1.2566 -6.5995
Br3 -2.3752 -0.9289 -6.5657
H20 -2.4093 1.4213 -5.8214
C18 -6.3720 -2.3389 -1.5133
Br4 -6.3617 -4.2638 -1.4665
Br5 -4.9796 -1.6580 -2.6489
Br6 -8.0972 -1.6463 -1.9993
H21 -6.1624 -1.9971 -0.5121
C19 -0.7245 8.4273 3.7738
Br7 0.4104 9.2947 5.0601
Br8 -1.0152 6.5742 4.2416
Br9 -2.3815 9.3598 3.5243
H22 -0.2035 8.4310 2.8281
C20 3.9053 0.3988 -6.2223
Br10 4.4962 -1.1110 -5.1952
Br11 3.7442 1.9841 -5.1287
Br12 5.0248 0.7266 -7.7458
H23 2.9158 0.1690 -6.5892
C21 6.6403 -1.2202 -11.3928
Br13 6.7790 -1.4601 -13.2928
Br14 6.6223 0.6479 -10.9182
Br15 5.1220 -2.1499 -10.6635
H24 7.5231 -1.6519 -10.9489
C22 0.3416 1.9884 8.0871
Br16 2.1635 1.4673 8.3892
Br17 0.0394 3.8439 8.4867
Br18 -0.2103 1.5445 6.2853
H25 -0.2814 1.4148 8.7559
C23 -7.3005 -7.2840 0.6942
Br19 -8.7773 -8.3252 0.0514
Br20 -7.6876 -6.4526 2.3843
Br21 -5.6718 -8.3132 0.7631
H26 -7.1418 -6.4935 -0.0217
C24 -7.0532 -11.8528 0.9145
Br22 -8.3165 -12.0160 2.3540
Br23 -5.5476 -13.0272 1.1465
Br24 -7.8884 -12.1060 -0.8004
H27 -6.6769 -10.8423 0.9355
C25 3.9067 4.9955 -7.4447
Br25 2.2438 4.0519 -7.6383
Br26 4.3490 5.9970 -9.0190
Br27 3.9010 6.1034 -5.8646
H28 4.6786 4.2524 -7.3079
C26 -8.4818 -8.8637 -4.1722
Br28 -6.7999 -9.4070 -3.4151
Br29 -9.0149 -7.1545 -3.4737
Br30 -8.4598 -8.8934 -6.0936
H29 -9.2208 -9.5806 -3.8501
C27 2.9647 -3.3590 3.9129
Br31 4.1201 -2.4917 5.1871
Br32 2.7984 -5.2398 4.2635
Br33 1.2474 -2.4939 3.8210
H30 3.4259 -3.2542 2.9442
C28 -6.1352 -15.8596 -2.0239
Br34 -7.3902 -16.0718 -0.5853
Br35 -4.6237 -17.0337 -1.8278
Br36 -6.9800 -16.0651 -3.7403
H31 -5.7623 -14.8480 -1.9713
C29 5.5929 1.1129 10.6515
Br37 5.4358 0.4755 8.8388
Br38 5.5930 3.0342 10.7217
Br39 4.2357 0.3572 11.7825
H32 6.5473 0.7764 11.0246

Entry from the OMol25 dataset: a single C6H10O molecule (ωB97M-V with the def2-TZVPD basis set).

Values from the calculation:
Energy, Ha: -309.78478
Strongest force on any atom, hartree/bohr: 0.053
Structure (SMILES): C/C=C/CCC=O
Net charge: 0
Energy relative to the best compared isomer or geometry (same formula, charge and spin), eV: 1.5670
Molecular weight, u: 98.145

Element x y z (Å)
C1 0.7866 -1.3143 2.0262
C2 -0.3682 -0.9121 1.1717
C3 -0.4360 0.3804 0.7669
C4 -1.0381 0.9679 -0.4550
C5 0.0842 1.2873 -1.5194
C6 0.6243 -0.0344 -2.0715
O1 0.2959 -0.4166 -3.1610
H1 0.3775 -1.9802 2.8059
H2 1.4175 -2.0804 1.5351
H3 1.3806 -0.4859 2.4073
H4 -1.1692 -1.5987 0.8811
H5 0.0406 1.0626 1.4910
H6 -1.7911 0.2346 -0.8332
H7 -1.5274 1.9339 -0.4039
H8 -0.3999 1.7761 -2.3755
H9 0.8314 1.9041 -1.0246
H10 0.8914 -0.7242 -1.2413

Entry from the OMol25 dataset: 2 unconnected molecules or ions with the total composition C11H17N4 (ωB97M-V with the def2-TZVPD basis set).

Values from the calculation:
Energy, Ha: -648.12758
Strongest force on any atom, hartree/bohr: 0.064
Net charge: +1
Energy relative to the best compared isomer or geometry (same formula, charge and spin), eV: 1.7915
Molecular weight, u: 205.285

Element x y z (Å)
C1 3.4289 -0.4064 1.5810
C2 1.0493 -0.9955 1.9193
N1 2.2731 -1.2875 1.5031
N2 0.6888 0.2545 2.1560
N3 0.1362 -2.0065 2.1618
H1 2.4834 -2.0862 0.8921
H2 1.2093 1.0566 1.8517
H3 -0.3275 0.3456 2.3116
H4 0.4685 -2.9394 2.0552
H5 -0.7119 -1.8029 2.6316
H6 4.0221 -0.3751 0.6908
H7 4.0257 -0.7296 2.4001
H8 3.2767 0.7298 1.7832
C3 0.4036 2.6583 -1.9371
C4 -2.1351 0.2059 -0.5648
C5 -0.9678 0.5164 -1.3740
C6 -0.7169 1.9094 -1.3560
C7 -1.7807 2.4332 -0.6210
C8 -2.7993 -1.0183 -0.6768
C9 -2.0916 -1.9509 -1.3833
C10 -0.2055 -0.4997 -1.9142
C11 -0.7031 -1.8236 -1.7733
N4 -2.4641 1.4228 -0.0039
H9 -2.9940 1.5738 0.8028
H10 -3.8539 -1.1786 -0.3648
H11 -1.9677 3.5010 -0.5622
H12 -2.5970 -2.8932 -1.6801
H13 0.8241 -0.3272 -2.2126
H14 1.1095 1.9533 -2.3977
H15 0.8987 2.9998 -0.9470
H16 -0.2490 -2.6470 -2.2646
H17 0.2675 3.4072 -2.7065

Entry from the OMol25 dataset: a single C6H12O molecule (ωB97M-V with the def2-TZVPD basis set).

Values from the calculation:
Energy, Ha: -311.01173
Strongest force on any atom, hartree/bohr: 0.006
Structure (SMILES): CC(C)[C@H]1C[C@H]1O
Net charge: 0
Energy relative to the best compared isomer or geometry (same formula, charge and spin), eV: 1.2936
Molecular weight, u: 100.161

Element x y z (Å)
C1 -1.1314 0.8318 -1.0929
C2 0.2664 0.5053 -0.5559
C3 1.2006 0.2322 -1.7389
C4 0.3474 -0.6748 0.4152
C5 0.8455 -0.4643 1.8295
C6 -0.5586 -0.8988 1.5997
O1 -1.5535 0.0230 1.9361
H1 -1.8486 1.0051 -0.2879
H2 -1.0919 1.7516 -1.6888
H3 -1.5106 0.0324 -1.7416
H4 0.6281 1.3975 -0.0290
H5 1.2717 1.1031 -2.3999
H6 0.8113 -0.6051 -2.3336
H7 2.2096 -0.0342 -1.4066
H8 0.6791 -1.6020 -0.0535
H9 1.5612 -1.1490 2.2749
H10 0.9476 0.5727 2.1418
H11 -0.8038 -1.9375 1.8319
H12 -2.2703 -0.0890 1.2995

Entry from the OMol25 dataset: a molecular structure, C9H5NO4Y (ωB97M-V with the def2-TZVPD basis set).

Values from the calculation:
Energy, Ha: -738.70204
Strongest force on any atom, hartree/bohr: 0.266
Net charge: +3
Energy relative to the best compared isomer or geometry (same formula, charge and spin), eV: 2.9600
Molecular weight, u: 280.048

Element x y z (Å)
O1 -1.7118 2.8714 1.0376
C1 -1.3252 2.2620 0.1175
Y1 -0.5838 0.8128 -1.2230
O2 1.8182 3.2355 -1.8071
C2 0.9325 2.4810 -1.6890
C3 -2.3633 1.4815 -2.4594
O3 -3.3699 1.6676 -3.0263
C4 0.1009 0.0713 -3.0741
O4 0.4991 -0.5312 -3.9945
C5 0.8742 -2.0873 2.2797
C6 0.7548 -2.4710 0.9449
C7 0.3620 -1.5453 -0.0082
N1 0.1110 -0.2712 0.3944
C8 0.2222 0.1513 1.6754
C9 0.6035 -0.7691 2.6394
H1 1.1740 -2.8031 3.0288
H2 0.9611 -3.4869 0.6339
H3 0.2523 -1.8115 -1.0622
H4 0.0045 1.1775 1.9292
H5 0.6836 -0.4354 3.6630